(1)
# C8H15O6PS

One molecule with the formula C8H15O6PS at a distorted geometry (ωB97M-V/def2-TZVPD, OMol25).

## Properties
energy relative to the best compared isomer or geometry (same formula, charge and spin): 0.633 eV
maximum force: 2.36 eV/Å
frontier orbital gap: 9.0 eV
LUMO energy: -0.46 eV

```
! wB97M-V def2-TZVPD RIJCOSX def2/J DEFGRID3
* xyz 0 1
S -2.267 -1.817 0.096
P -0.747 2.559 0.914
O -1.024 3.149 2.205
O -2.529 -3.215 0.256
O -2.149 2.249 0.197
O 0.360 -2.394 0.677
O 0.142 3.598 0.067
O -3.203 -1.045 0.861
C 1.260 -0.675 -0.489
C 3.569 0.376 -0.573
C 2.248 0.408 -0.819
C 0.157 1.001 1.204
C -2.467 -1.310 -1.605
C -0.036 -0.089 0.124
C 1.600 -1.662 0.595
C -0.623 -1.394 0.735
H 1.853 1.282 -1.338
H -2.098 2.260 -0.772
H 1.108 -1.275 -1.393
H 1.682 -1.202 1.588
H 2.477 -2.291 0.502
H 0.442 3.240 -0.786
H 4.018 1.228 -0.078
H -0.197 0.685 2.178
H -0.534 0.347 -0.742
H 1.213 1.232 1.331
H 4.184 -0.451 -0.911
H -2.766 -0.266 -1.606
H -1.550 -1.382 -2.185
H -0.837 -1.270 1.800
H -3.286 -1.875 -2.032
*
```


(2)
# C26H30Cl9N5O5V

C26H30Cl9N5O5V as an isolated structure at a distorted geometry (ωB97M-V/def2-TZVPD, OMol25).

## Properties
maximum force: 5.46 eV/Å
frontier orbital gap (spin up / spin down): 7.0 / 7.5 eV
LUMO energy (spin up / spin down): -1.60 / -1.16 eV
<S²>: 0.7923

```
! wB97M-V def2-TZVPD RIJCOSX def2/J DEFGRID3
* xyz 0 2
V 0.236 2.412 -0.513
Cl -0.003 -2.483 3.923
Cl 0.804 -3.437 -2.411
Cl 1.447 -6.577 0.035
Cl 3.077 -3.034 -4.299
Cl 1.442 -0.775 -3.507
Cl -1.383 -6.486 0.216
Cl -2.804 -3.250 4.337
Cl -2.196 -0.603 3.196
Cl 0.307 -5.722 2.500
O -1.739 3.299 0.328
O 1.680 1.971 -1.082
O 1.614 -0.634 -0.033
O 0.002 -1.764 0.351
O -0.190 0.364 0.231
N -3.811 -3.981 -1.110
N 7.649 1.223 0.032
N -0.798 1.764 -2.510
N 0.464 -0.681 0.216
N 1.202 2.824 1.477
C -3.124 -2.968 -0.475
C -1.674 -2.361 3.243
C 6.774 2.128 -0.504
C 4.882 0.631 -0.307
C -2.538 2.579 1.278
C -3.800 2.063 0.597
C -2.016 0.067 -3.801
C -5.109 -1.721 -0.187
C 0.143 -5.710 0.781
C 0.900 2.130 2.637
C -3.747 -1.868 0.107
C -1.661 0.744 -4.958
C 3.313 3.340 2.687
C 2.397 3.486 1.639
C -5.103 -3.843 -1.302
C -5.782 -2.680 -0.978
C 1.769 1.852 3.723
C 5.402 1.925 -0.608
C -0.847 1.853 -4.962
C 7.162 -0.021 0.343
C -0.309 2.199 -3.677
C 2.088 -2.333 -2.973
C -1.558 0.630 -2.629
C -2.936 3.267 2.486
C 3.010 2.471 3.697
C 5.824 -0.331 0.150
H -5.590 -0.820 0.165
H 0.062 1.452 2.699
H 3.704 2.294 4.505
H -3.467 4.201 2.299
H -3.511 2.651 3.178
H -2.068 -3.134 -0.321
H 4.731 2.643 -1.057
H -2.049 3.478 3.083
H -0.568 2.401 -5.850
H 0.391 3.021 -3.696
H 2.778 -2.169 -2.145
H 7.172 3.108 -0.720
H 1.690 1.046 4.438
H -1.990 0.382 -5.921
H 7.937 -0.662 0.735
H -4.468 2.886 0.345
H -4.323 1.466 1.345
H 3.846 0.359 -0.444
H -3.516 1.457 -0.263
H -5.633 -4.641 -1.800
H -1.888 1.780 1.635
H 0.152 -4.685 0.410
H -2.676 -0.777 -3.928
H 2.661 4.140 0.821
H 4.273 3.828 2.766
H 5.504 -1.362 0.155
H -1.861 0.178 -1.696
H -3.221 -1.156 0.727
H -1.682 -2.776 2.235
H -6.849 -2.546 -1.080
*
```


(3)
# C4H12N3

An isolated ion of composition C4H12N3 and charge +1 at a distorted geometry (ωB97M-V/def2-TZVPD, OMol25).

## Properties
energy relative to the best compared isomer or geometry (same formula, charge and spin): 3.279 eV
maximum force: 5.18 eV/Å
frontier orbital gap: 9.5 eV
LUMO energy: -4.03 eV

```
! wB97M-V def2-TZVPD RIJCOSX def2/J DEFGRID3
* xyz 1 1
N 0.312 -0.345 0.016
N 2.304 1.119 0.334
N -2.159 0.148 0.587
C -2.818 0.582 -0.682
C 1.396 -0.934 -0.351
C -1.166 -0.825 0.509
C 2.669 -0.157 -0.296
H 1.301 -1.932 -0.595
H 3.140 0.102 -1.277
H -3.506 -0.100 -0.952
H -1.222 -1.604 -0.272
H 2.544 1.189 1.293
H -3.273 1.651 -0.539
H -2.083 0.700 -1.416
H 0.359 0.641 0.221
H -1.086 -1.314 1.477
H 2.668 1.979 0.013
H 3.289 -0.833 0.525
H -2.669 -0.066 1.406
*
```


(4)
# C4H4O3

One molecule with the formula C4H4O3 at a distorted geometry (ωB97M-V/def2-TZVPD, OMol25).

## Properties
energy relative to the best compared isomer or geometry (same formula, charge and spin): 1.889 eV
maximum force: 2.19 eV/Å
frontier orbital gap: 11.0 eV
LUMO energy: 0.69 eV

```
! wB97M-V def2-TZVPD RIJCOSX def2/J DEFGRID3
* xyz 0 1
O 0.676 -0.996 -0.020
O 1.115 1.165 0.446
O 2.501 -0.100 -0.792
C -2.283 0.735 -0.732
C 1.426 0.091 -0.029
C -1.438 0.136 -0.127
C -0.570 -0.808 0.681
H 3.054 0.695 -0.788
H -0.887 -1.831 0.896
H -0.537 -0.346 1.676
H -3.058 1.258 -1.212
*
```


(5)
# C37H46N10O6SSc

C37H46N10O6SSc as an isolated structure (ωB97M-V/def2-TZVPD, OMol25).

## Properties
energy relative to the best compared isomer or geometry (same formula, charge and spin): 0.403 eV
maximum force: 0.78 eV/Å
frontier orbital gap: 7.7 eV
LUMO energy: -7.96 eV

```
! wB97M-V def2-TZVPD RIJCOSX def2/J DEFGRID3
* xyz 3 1
Sc -0.101 0.070 -0.098
S -0.347 -1.766 -3.021
O -5.320 0.306 5.967
O -0.383 1.147 -2.045
O -0.138 3.367 -2.321
O -0.121 -1.453 -1.528
O -4.372 -1.448 6.914
O -0.146 1.825 1.072
N 1.891 -1.291 0.426
N -3.149 -1.393 0.476
N -0.041 -0.791 2.266
N -1.963 -1.710 0.496
N -0.580 3.423 -4.808
N 1.899 1.229 -0.534
N 0.168 4.003 0.521
N -0.106 3.340 2.717
N -2.439 0.797 -0.202
N 3.909 2.654 -0.503
C 3.200 -2.404 2.087
C 3.944 -2.346 -0.177
C 5.055 2.384 -1.405
C 1.028 -1.357 2.648
C 0.834 -3.098 -3.376
C -0.499 -3.648 0.608
C -1.998 0.360 3.191
C -0.512 2.039 -4.222
C 2.093 -1.678 1.689
C 3.948 5.073 -0.958
C -4.720 0.380 0.382
C -4.349 -0.624 6.053
C -0.034 3.035 1.415
C -2.381 -1.689 5.017
C -3.246 -0.600 5.020
C 2.832 1.916 -0.540
C -1.270 -5.769 1.428
C 5.116 3.446 -2.493
C -2.769 2.065 -0.451
C -1.253 -4.301 -3.018
C -1.117 -0.711 3.219
C -4.052 2.562 -0.293
C -0.251 -4.976 0.920
C -2.790 -3.903 1.311
C -1.332 -1.753 4.118
C 5.148 4.847 -1.880
C -2.539 -5.230 1.618
C -1.780 -2.871 -3.077
C 0.015 -4.292 -3.868
C -1.763 -3.112 0.805
C 2.808 -1.611 -0.481
C -3.409 -0.018 0.208
C 4.145 -2.751 1.131
C 3.885 4.000 0.118
C -0.321 2.197 -2.714
C -5.050 1.702 0.137
C -3.048 0.418 4.098
H 4.756 4.059 0.773
H 5.171 5.603 -2.663
H 0.228 4.967 0.801
H 6.071 4.967 -1.303
H -3.770 -3.477 1.478
H -2.556 -2.486 5.728
H -0.233 -4.173 -4.925
H -1.080 -6.805 1.675
H 4.235 3.344 -3.137
H -5.449 -0.353 0.701
H 5.995 3.269 -3.114
H -1.025 -4.573 -1.986
H 0.220 3.772 -0.470
H -3.696 1.287 4.067
H -1.970 2.710 -0.789
H -5.200 0.885 5.207
H -0.710 -2.640 4.096
H -2.281 -2.655 -4.023
H 3.313 -2.697 3.124
H -2.430 -2.571 -2.254
H -0.064 4.285 3.057
H -1.414 1.480 -4.453
H 4.004 6.052 -0.480
H 4.656 -2.588 -0.955
H 1.583 -2.732 -4.075
H -1.999 -5.000 -3.393
H 5.020 -3.326 1.406
H 4.955 1.375 -1.801
H 0.050 3.565 -5.596
H 5.953 2.416 -0.786
H 0.274 -3.036 0.181
H -0.308 4.022 -4.006
H 3.020 5.046 -1.542
H 0.594 -5.209 -3.773
H 0.345 1.519 -4.643
H -1.859 1.153 2.473
H -4.256 3.601 -0.507
H -1.521 3.681 -5.108
H 2.628 -1.259 -1.489
H -0.276 2.600 3.377
H 0.736 -5.395 0.765
H -3.334 -5.845 2.018
H 1.294 -3.294 -2.405
H -6.066 2.051 0.271
H 1.178 -1.662 3.683
H 2.992 4.074 0.736
*
```


(6)
# C66H148N8O27

A 14-piece molecular cluster, C66H148N8O27 overall at a distorted geometry (ωB97M-V/def2-TZVPD, OMol25).

## Properties
maximum force: 8.02 eV/Å
frontier orbital gap: 6.8 eV
LUMO energy: -3.21 eV

```
! wB97M-V def2-TZVPD RIJCOSX def2/J DEFGRID3
* xyz 2 1
O -0.529 -2.979 5.258
O 1.619 -7.552 -1.459
O 5.122 -1.659 3.608
O -0.051 4.953 2.154
O 3.162 -3.309 1.500
O 4.524 -6.581 3.323
O -6.325 -0.443 2.333
O 0.725 -3.734 3.631
O -3.129 5.921 -4.878
O -3.329 7.966 -5.883
O 1.041 -4.095 1.117
O 3.461 4.821 -0.920
O -0.828 -5.609 -4.326
O -2.170 -3.673 -1.337
O -4.068 -2.788 -2.114
O -8.970 -2.340 0.032
O 0.254 -1.575 3.761
O -2.609 -2.261 -4.518
O -3.143 -2.451 -6.790
O 3.088 8.960 3.013
O -3.631 3.538 2.799
O -3.626 -2.843 0.090
O -2.194 3.724 1.007
O 1.034 6.649 2.949
O -2.960 1.783 1.688
O 2.607 -4.143 -0.449
O 0.061 6.771 0.939
N 0.190 -5.214 -1.564
N 5.782 -3.911 -1.713
N -2.707 7.289 -4.990
N 0.151 -0.035 0.171
N 3.528 7.153 0.788
N 3.427 -3.948 4.210
N -6.263 -1.774 -0.351
N -2.446 0.466 5.232
C -0.491 -6.535 -1.639
C 3.479 9.514 1.815
C -3.732 -1.520 4.286
C 0.396 6.135 1.910
C 5.482 -0.395 3.078
C 5.335 -2.522 -1.226
C -7.624 0.059 2.700
C 6.613 -1.834 -0.837
C -2.881 3.009 1.741
C 2.571 -8.539 -1.811
C -2.947 2.398 6.600
C -2.496 3.222 -2.855
C 0.003 1.376 -0.453
C -7.054 -2.290 -1.461
C -8.238 -3.124 -0.882
C 0.871 -0.967 -0.696
C -6.505 -0.302 -0.119
C 2.383 -0.516 -0.535
C -2.793 -0.366 4.093
C 4.852 -4.450 -2.798
C 2.981 7.084 -0.562
C -1.240 1.559 -1.321
C 2.389 0.143 0.836
C -5.787 0.148 1.128
C 4.741 -6.212 -4.752
C 4.345 -6.271 4.664
C 4.248 8.404 1.111
C -2.907 9.510 -3.418
C -3.592 1.177 5.823
C -1.517 1.600 4.793
C -2.407 7.099 -2.468
C -3.191 -3.130 -1.020
C 4.079 -1.578 4.553
C -1.137 -5.788 -5.744
C -4.654 7.644 -3.507
C -3.751 -2.349 3.053
C 0.415 -7.530 -2.242
C -0.876 7.086 -2.769
C 0.156 -2.704 4.159
C -0.665 5.955 -5.724
C 5.246 -7.759 3.023
C -1.457 2.534 6.006
C 3.167 -5.316 4.760
C 5.480 -7.336 -5.488
C -10.004 -3.014 0.702
C -0.414 7.850 -4.021
C -4.853 -3.406 3.122
C -2.879 -2.268 -5.714
C -1.203 -0.605 0.530
C 2.931 9.878 4.046
C 4.018 -2.985 5.156
C 7.244 -3.746 -2.174
C -0.938 8.495 -6.458
C 0.818 -4.645 -2.853
C 5.896 -4.949 -0.602
C 2.984 3.519 -1.253
C -3.170 7.924 -3.471
C 2.358 5.731 -0.966
C 7.683 -2.334 -1.801
C -1.204 2.931 -2.032
C 5.185 -5.817 -3.342
C 2.323 -3.821 0.741
C 0.959 0.008 1.383
C -1.766 -0.355 6.286
C -1.108 7.461 -5.304
C -0.101 -4.464 -4.034
H -1.098 -1.511 1.166
H -0.388 -4.532 -1.073
H 5.236 -8.335 -5.015
H -0.527 8.892 -3.879
H -2.104 1.522 -0.648
H 1.978 10.323 4.201
H 0.394 5.961 -5.863
H 6.572 -7.241 -5.484
H 4.186 10.304 1.967
H -1.853 -0.673 3.698
H 7.356 -3.982 -3.277
H -0.407 1.897 0.430
H 1.272 -3.710 -2.534
H -10.571 -3.663 0.058
H -5.070 -3.820 2.154
H -0.286 2.989 -2.641
H -6.589 -2.210 0.501
H 2.077 3.308 -0.580
H -8.354 -0.266 1.965
H 3.540 -8.242 -1.326
H -0.832 -3.649 -3.871
H -3.774 9.973 -2.906
H 0.471 -1.118 -1.673
H -1.531 8.260 -7.364
H -7.895 -0.452 3.600
H -7.547 -1.457 -1.957
H -5.021 8.257 -4.369
H -3.497 -2.102 5.180
H 6.579 -4.509 0.151
H -0.325 7.346 -1.787
H 5.082 -7.268 -6.488
H 4.759 -3.736 -3.636
H 4.841 -8.631 3.516
H 3.949 -4.390 -2.239
H 4.794 -6.652 -2.708
H -0.750 4.774 1.488
H -1.000 5.896 -6.739
H 2.948 -1.452 -0.474
H -2.880 2.374 -3.413
H -6.439 -2.929 -2.162
H -4.657 -0.014 1.174
H -5.791 -2.859 3.361
H 7.709 -1.843 -2.777
H 2.904 -5.139 5.842
H 2.823 -8.686 -2.915
H -2.769 -2.787 2.988
H -4.726 -1.098 4.561
H -0.709 2.205 6.699
H 2.443 -3.554 3.968
H -9.679 -3.518 1.630
H -3.283 3.525 -2.078
H 4.041 6.287 0.969
H 1.484 5.423 -0.414
H 5.148 0.433 3.701
H -3.248 4.452 2.858
H 1.554 7.396 2.587
H -1.797 0.215 0.969
H 5.026 8.110 1.817
H 4.752 8.877 0.188
H 1.018 -5.332 -0.936
H 5.050 -7.973 1.926
H -4.998 6.647 -3.650
H -4.212 1.479 5.011
H -7.671 1.144 2.821
H 0.880 -3.772 2.025
H -5.129 8.141 -2.717
H -0.835 5.083 -5.169
H 3.090 -1.360 3.999
H -1.926 2.082 3.956
H 2.325 -9.477 -1.360
H -7.766 -4.071 -0.476
H 3.737 10.602 4.137
H -2.519 7.565 -1.490
H 0.125 8.578 -6.552
H -7.595 -0.146 -0.087
H 4.899 -5.205 -0.257
H -4.087 0.484 6.487
H 3.040 -0.229 1.618
H 0.836 -0.919 1.941
H 0.704 7.725 -4.157
H 6.321 -7.581 3.273
H 7.911 -4.426 -1.614
H 4.247 -0.842 5.369
H -8.814 -3.361 -1.762
H 2.281 -5.724 4.176
H 2.031 5.836 -2.008
H 6.579 -0.316 3.081
H -3.858 -1.733 2.149
H -4.687 -4.123 3.933
H 2.601 10.077 1.345
H -3.430 3.355 6.423
H 4.007 -7.182 5.130
H 3.659 -6.385 -4.797
H -0.636 -6.634 -6.130
H -0.494 1.304 4.479
H 0.759 -1.958 -0.133
H -5.889 1.220 1.116
H -2.913 2.198 7.707
H -2.389 -1.163 6.614
H -1.304 -6.410 -2.267
H 2.625 3.571 -2.294
H -6.159 0.246 -1.023
H 4.727 -2.646 -0.339
H 2.221 7.865 -0.685
H -0.092 -8.487 -2.154
H 4.781 -1.983 -2.058
H 6.782 -2.199 0.189
H -0.836 -6.680 -0.627
H -3.389 0.263 3.384
H -5.237 -1.978 -0.429
H -3.715 -3.147 -2.930
H 1.645 -5.371 -3.022
H -2.015 9.932 -2.979
H -2.326 4.075 -3.596
H 0.610 -7.435 -3.286
H -10.773 -2.289 0.925
H 8.688 -2.407 -1.444
H 3.831 -3.888 3.286
H 3.809 2.813 -1.174
H 4.880 -5.254 -5.326
H -0.552 6.009 -2.890
H 0.620 0.868 1.913
H 1.011 1.720 -0.801
H 3.795 7.234 -1.345
H 3.337 -2.983 6.048
H -1.063 -4.915 -6.291
H 5.287 -5.929 5.183
H -3.540 5.488 -5.669
H 0.573 -4.162 -4.831
H -3.060 10.115 -4.379
H 4.947 -3.384 5.466
H -2.225 -5.966 -5.800
H -1.084 3.768 -1.322
H 2.985 9.280 4.926
H -1.414 0.268 7.090
H 6.521 -0.720 -0.881
H -2.600 6.067 -2.429
H 2.680 -0.033 -1.522
H -0.634 -3.972 5.286
H 2.674 1.216 0.821
H -0.949 -0.816 5.732
H -1.326 0.764 -2.113
H 6.250 -5.931 -3.303
H 6.415 -5.777 -1.043
H -1.302 3.588 5.778
H 5.197 -0.300 2.064
H -1.749 -0.917 -0.383
H -1.170 9.457 -6.026
*
```